# C4H10NO

A 2-piece molecular cluster, C4H10NO overall in a non-equilibrium geometry (ωB97M-V/def2-TZVPD, the OMol25 dataset).

Calculated values
E = -288.1114 a.u.
total charge = +1
LUMO level = -4.984 eV
frontier orbital gap = 9.45 eV
energy relative to the best compared isomer or geometry (same formula, charge and spin) = 32.4 kcal/mol

Atoms and positions in Å:
O1 -1.65 0.26 -2.14
N1 -0.50 0.10 0.47
C1 1.80 0.67 1.19
C2 -1.27 -0.10 1.47
C3 0.93 -0.21 0.37
C4 1.27 -0.87 -0.72
H1 1.59 0.66 2.25
H2 2.33 -0.92 -0.91
H3 -0.98 0.10 -0.45
H4 -2.59 0.12 -2.30
H5 -1.14 0.08 -2.93
H6 1.64 1.70 0.85
H7 2.86 0.50 1.02
H8 -0.78 -0.38 2.39
H9 -2.31 0.18 1.34
H10 0.56 -1.31 -1.41

# C4H10NO

A 2-piece molecular cluster, C4H10NO overall in a non-equilibrium geometry (ωB97M-V/def2-TZVPD, the OMol25 dataset).

Calculated values
E = -288.1148 a.u.
total charge = +1
LUMO level = -3.402 eV
frontier orbital gap = 11.36 eV
energy relative to the best compared isomer or geometry (same formula, charge and spin) = 30.3 kcal/mol

Atoms and positions in Å:
O1 -2.69 -0.37 -0.21
N1 -0.01 -0.59 -1.02
C1 2.22 0.47 -0.66
C2 0.95 -0.06 -0.04
C3 0.69 -0.08 1.25
C4 -2.97 0.25 0.79
H1 -1.00 -0.62 -0.70
H2 1.40 0.27 1.98
H3 0.27 -1.54 -1.29
H4 -0.05 0.01 -1.85
H5 2.76 -0.36 -1.13
H6 1.97 1.19 -1.44
H7 -2.23 0.88 1.30
H8 -3.97 0.21 1.23
H9 2.89 0.83 0.11
H10 -0.23 -0.47 1.68

# C4H10NO

A 2-piece molecular cluster, C4H10NO overall (ωB97M-V/def2-TZVPD, the OMol25 dataset).

Calculated values
E = -288.1177 a.u.
total charge = +1
LUMO level = -3.411 eV
frontier orbital gap = 11.22 eV
energy relative to the best compared isomer or geometry (same formula, charge and spin) = 28.5 kcal/mol

Atoms and positions in Å:
O1 0.76 0.27 2.58
N1 -0.42 1.54 0.44
C1 -0.50 0.91 -0.89
C2 0.87 -0.88 2.95
C3 -0.15 -0.98 -2.42
C4 -0.06 -0.30 -1.10
H1 0.01 0.92 1.16
H2 -0.42 -0.29 -3.21
H3 1.01 -1.12 4.01
H4 0.81 -1.73 2.25
H5 -0.91 -1.76 -2.36
H6 0.38 -0.85 -0.26
H7 0.79 -1.47 -2.67
H8 -1.35 1.81 0.78
H9 -0.95 1.53 -1.67
H10 0.14 2.39 0.41

# C4H10NO

A 2-piece molecular cluster, C4H10NO overall in a non-equilibrium geometry (ωB97M-V/def2-TZVPD, the OMol25 dataset).

Calculated values
E = -287.9960 a.u.
total charge = +1
LUMO level (spin up / spin down) = -4.576 / -4.576 eV
frontier orbital gap (spin up / spin down) = 7.43 / 7.43 eV
energy relative to the best compared isomer or geometry (same formula, charge and spin) = 104.8 kcal/mol

Atoms and positions in Å:
O1 0.09 0.99 -0.40
N1 -0.40 -2.89 -1.75
C1 0.60 0.21 0.48
C2 0.25 -1.83 -1.39
C3 -0.33 2.34 -0.23
C4 0.73 0.69 1.89
H1 0.47 2.80 0.23
H2 0.14 0.20 2.69
H3 -1.35 -2.78 -2.03
H4 -0.27 -0.86 -1.47
H5 1.30 -1.94 -1.11
H6 -0.28 2.86 -1.26
H7 -1.32 2.41 0.27
H8 0.52 1.77 1.81
H9 0.00 -3.84 -1.56
H10 1.69 0.47 2.15

# C4H10NO

A 2-piece molecular cluster, C4H10NO overall in a non-equilibrium geometry (ωB97M-V/def2-TZVPD, the OMol25 dataset).

Calculated values
E = -288.1141 a.u.
total charge = +1
LUMO level = -5.130 eV
frontier orbital gap = 9.16 eV
energy relative to the best compared isomer or geometry (same formula, charge and spin) = 30.8 kcal/mol

Atoms and positions in Å:
O1 -1.46 -0.33 -2.53
N1 -0.64 0.24 0.16
C1 -1.38 0.82 1.02
C2 0.77 0.02 0.36
C3 1.47 -0.29 -0.72
C4 1.17 -0.23 1.78
H1 2.07 -0.84 1.80
H2 -1.52 -1.18 -2.97
H3 1.44 0.66 2.36
H4 -0.88 1.34 1.83
H5 0.41 -0.75 2.35
H6 -0.96 0.16 -0.83
H7 -2.47 0.77 0.95
H8 -1.63 0.36 -3.18
H9 2.55 -0.37 -0.66
H10 1.06 -0.38 -1.72

# C4H10NO

An isolated ion of composition C4H10NO and charge +1 in a non-equilibrium geometry (ωB97M-V/def2-TZVPD, the OMol25 dataset).

Calculated values
E = -288.1462 a.u.
total charge = +1
LUMO level = -3.504 eV
SMILES = C[C@@H]([NH3+])CC=O
frontier orbital gap = 11.25 eV
energy relative to the best compared isomer or geometry (same formula, charge and spin) = 10.6 kcal/mol

Atoms and positions in Å:
O1 1.75 -0.15 1.09
N1 -0.80 -0.98 0.69
C1 1.81 -0.18 -0.11
C2 -0.64 0.33 -0.07
C3 0.59 0.23 -0.94
C4 -1.98 0.75 -0.65
H1 -0.41 1.02 0.73
H2 -0.71 -1.79 0.07
H3 -2.75 0.77 0.13
H4 -0.03 -1.02 1.36
H5 0.38 -0.42 -1.77
H6 -1.90 1.66 -1.24
H7 0.83 1.22 -1.28
H8 2.68 -0.44 -0.72
H9 -2.36 -0.06 -1.28
H10 -1.67 -1.04 1.22